1.
This record from the Open Molecules 2025 dataset describes a 4-piece molecular cluster, C2H13NO3 overall. The level of theory is ωB97M-V/def2-TZVPD.

XYZ file:
```
19
Properties=species:S:1:pos:R:3:forces:R:3
C 3.1105 -0.3754 -0.0692 -0.481 -0.190 0.086
C 1.8795 -0.1894 0.8101 0.044 0.432 -0.191
N 0.7684 0.5264 0.1422 0.384 -0.225 0.152
H 3.2998 0.5064 -0.6767 0.184 0.142 0.062
H 3.9605 -0.5879 0.5710 0.254 0.005 -0.108
H 2.9709 -1.2207 -0.7413 0.060 -0.017 -0.131
H 1.5305 -1.1758 1.1191 -0.116 0.029 0.129
H 2.1548 0.3616 1.7126 0.124 -0.106 0.053
H 0.3387 1.1230 0.8448 -0.576 -0.266 -0.273
H 1.0997 1.1671 -0.5667 0.368 0.029 -0.059
H -2.1149 1.4198 2.1263 -0.063 0.007 0.037
H -1.9846 1.0820 0.6364 -0.134 -0.039 0.048
O -1.6073 1.6372 1.3418 0.030 0.128 0.058
H 0.0068 -0.8054 -0.9867 -0.106 0.116 0.278
H -0.0627 -2.1999 -1.7042 0.015 -0.046 -0.018
O -0.5861 -1.4420 -1.4407 -0.051 0.039 -0.106
H -3.6461 -0.5713 -0.4909 -0.064 0.021 0.049
H -2.2012 -0.6137 -1.0102 -0.047 0.068 0.075
O -2.8724 -0.0189 -0.6232 0.175 -0.126 -0.142
```
Forces are in eV/Å.

Its net charge is 0. The LUMO energy comes out at 0.86 eV. As for the energy above the lowest of the compared OMol25 structures with the same formula, charge and spin: 29.3 kJ/mol. The SMILES is CCN.O.O.O. The value obtained for the highest occupied orbital energy is -9.7 eV. Its HOMO-LUMO gap is 10.53 eV.



2.
This record from the Open Molecules 2025 dataset describes C11H30Hg2O13 as an isolated structure in a non-equilibrium geometry. The level of theory is ωB97M-V/def2-TZVPD.

XYZ file:
```
56
Properties=species:S:1:pos:R:3:forces:R:3
Hg 17.7556 0.8687 7.9048 -1.162 1.017 -0.450
Hg 16.4871 -2.8714 7.6020 1.423 2.085 0.144
C 15.4290 -0.2703 6.8735 7.088 -0.643 -1.290
O 15.4924 -1.2632 6.0576 -2.303 -0.240 -0.373
O 15.8809 0.8807 6.5430 -2.455 0.175 -0.233
O 15.8844 -0.6516 8.0708 -0.066 -0.733 2.195
C 15.3412 -1.3342 2.6239 -0.305 1.261 -0.310
C 16.1683 -0.1171 3.0869 0.310 -0.750 -0.207
O 17.1971 -0.5701 4.0194 0.453 0.635 0.172
O 14.4582 -1.8093 3.6241 0.094 -0.179 -0.043
H 15.9696 -2.1385 2.2345 0.261 0.122 0.169
H 14.7315 -0.9792 1.7879 -0.062 -0.127 0.026
H 15.6015 0.6957 3.5468 -0.403 -0.334 0.122
H 16.6813 0.3472 2.2448 0.175 -0.303 -0.046
H 16.7223 -0.9360 4.7775 -0.207 -0.012 -0.118
H 14.8433 -1.5952 4.4789 -0.263 0.019 -0.041
C 14.6243 0.8573 11.0534 -0.339 -0.146 -1.147
C 15.6203 1.9034 10.6706 0.230 1.114 0.052
O 16.8635 1.3555 10.1209 0.672 -0.640 -0.532
O 14.0671 0.2392 9.8976 -0.006 -0.270 0.184
H 13.7793 1.3848 11.4971 0.215 -0.247 0.605
H 15.0893 0.0886 11.6821 -0.264 0.235 0.459
H 15.9351 2.5171 11.5194 -0.121 -0.134 0.075
H 15.2141 2.5871 9.9259 0.035 -0.202 -0.152
H 17.1931 0.7369 10.7874 0.192 0.138 -0.077
H 14.7626 -0.2762 9.4679 0.030 0.160 -0.100
C 13.7430 -3.1047 8.4007 -0.987 0.662 0.478
C 14.2996 -3.4533 9.7509 -0.909 -0.200 0.157
O 15.6119 -2.8909 9.8299 0.502 0.064 0.149
O 14.6382 -3.6699 7.4158 -2.848 -1.360 -0.724
H 13.6122 -2.0261 8.2561 0.621 -0.016 0.034
H 12.7230 -3.4617 8.2399 0.275 -0.659 0.173
H 14.3204 -4.5365 9.8730 0.160 -0.027 0.057
H 13.6515 -3.0226 10.5148 0.067 0.052 0.019
H 15.9855 -2.9778 10.7165 -0.044 -0.218 -0.066
H 14.1929 -3.5528 6.5606 0.330 -0.155 -0.337
C 19.8137 1.9543 3.6916 0.815 0.120 1.594
C 19.1523 2.2875 5.0517 -0.670 1.881 0.412
O 18.5159 1.1808 5.7569 0.269 -1.250 0.053
O 21.1739 1.6223 3.9082 -0.092 -0.504 0.064
H 19.8880 2.8889 3.1369 -0.584 -0.115 -0.208
H 19.3060 1.1471 3.1594 -0.310 0.292 -0.156
H 18.3891 3.0739 4.9986 -0.236 -0.315 -0.701
H 19.8195 2.7630 5.7722 0.684 -0.520 -0.332
H 18.0715 0.6098 5.0577 -0.313 -0.052 0.417
H 21.2077 0.7346 4.2822 0.252 0.016 -0.133
C 13.3222 3.1518 6.7236 -0.803 -0.015 -0.876
C 12.6251 2.1488 5.7685 0.089 0.456 1.594
O 11.3061 1.9453 6.2457 -0.265 -0.175 -0.579
O 14.6846 3.3411 6.4312 0.428 0.247 0.172
H 13.1172 2.8953 7.7696 0.220 -0.332 0.064
H 12.7833 4.0848 6.5561 0.366 0.243 0.122
H 13.2255 1.2317 5.7390 -0.150 -0.223 -0.295
H 12.5205 2.5899 4.7825 0.156 -0.170 -0.128
H 11.2704 1.5106 7.1014 0.318 0.030 0.043
H 15.1728 2.5116 6.5392 -0.567 0.241 -0.151
```
Forces are in eV/Å.

Its net charge is +2. The LUMO energy comes out at -10.39 eV. As for the energy above the lowest of the compared OMol25 structures with the same formula, charge and spin: 133.8 kJ/mol. The value obtained for the highest occupied orbital energy is -13.9 eV. Its HOMO-LUMO gap is 3.54 eV.



3.
This record from the Open Molecules 2025 dataset describes C29H26F12N2O3Tm as an isolated structure in a non-equilibrium geometry. The level of theory is ωB97M-V/def2-TZVPD.

XYZ file:
```
73
Properties=species:S:1:pos:R:3:forces:R:3
Tm -0.8400 0.6458 -0.3092 0.361 -1.166 0.226
C 2.4059 -4.6148 -3.5658 0.010 0.085 0.084
C 1.5067 -3.8638 -2.6184 0.042 -0.061 -0.009
C 1.5498 -4.1050 -1.2490 -0.033 -0.015 -0.031
C 0.7607 -3.3866 -0.3808 -0.063 0.113 0.001
C -0.1155 -2.3702 -0.8166 0.059 -0.246 -0.200
N -0.8145 -1.6027 0.0902 0.007 -0.464 -0.133
C -1.3523 -2.1890 1.2088 -0.131 -0.133 0.161
C -1.7668 -3.5408 1.2080 0.062 0.112 -0.046
C -2.3672 -4.1371 2.2949 -0.022 -0.027 -0.009
C -2.6113 -3.4236 3.4621 -0.007 0.024 0.102
C -3.2658 -4.0448 4.6710 0.038 0.096 -0.121
C -2.2518 -2.0838 3.4724 -0.042 -0.136 -0.078
C -1.6382 -1.4546 2.3938 0.113 0.081 -0.121
C -1.3563 0.0560 2.4472 -0.374 0.097 0.597
O -0.3199 0.5025 1.6989 0.219 -0.253 1.565
C -1.0944 0.5642 3.9065 0.252 0.128 0.107
F -0.2032 -0.2264 4.5331 -0.087 0.124 -0.088
F -2.1855 0.6399 4.7098 0.173 -0.033 -0.111
F -0.5706 1.8017 3.8821 -0.138 -0.196 0.066
C -2.6739 0.7629 1.9589 -0.518 0.415 0.450
F -3.7826 0.5380 2.6670 0.119 -0.256 -0.019
F -2.5436 2.0871 1.8501 -0.017 -0.183 0.265
F -2.9660 0.3143 0.6784 -0.013 0.070 0.302
C -0.1550 -2.1177 -2.2168 -0.082 0.118 0.181
C 0.6563 -2.8665 -3.0684 0.009 -0.085 0.012
C -0.8791 -0.8575 -2.7272 -0.241 -0.165 -0.565
O -0.3159 0.2756 -2.2318 0.660 -0.737 -1.948
C -0.8197 -0.7003 -4.2786 0.131 0.070 -0.128
F -1.5217 0.3827 -4.6692 0.142 -0.219 0.022
F 0.4465 -0.4947 -4.6896 -0.161 0.021 0.016
F -1.2902 -1.7577 -4.9796 0.045 0.195 0.101
C -2.4510 -0.8359 -2.3948 -0.657 -0.221 0.040
F -2.7799 0.4180 -1.9260 0.062 -0.455 -0.179
F -3.2704 -1.0682 -3.4306 0.183 0.156 -0.265
F -2.8688 -1.6865 -1.4560 0.048 -0.181 -0.090
H 2.5127 -5.6562 -3.2564 0.001 -0.019 -0.053
H 3.4060 -4.1705 -3.5819 -0.007 -0.015 -0.026
H 2.0170 -4.5939 -4.5844 -0.006 -0.018 -0.006
H 2.2287 -4.8562 -0.8562 -0.006 -0.001 0.000
H 0.8260 -3.5654 0.6855 0.006 -0.038 -0.010
H -1.6220 -4.1101 0.2993 0.005 -0.028 0.023
H -2.6722 -5.1768 2.2225 0.015 -0.003 0.029
H -3.3076 -5.1307 4.5824 -0.004 -0.007 0.008
H -4.2870 -3.6762 4.7993 -0.003 -0.040 0.038
H -2.7082 -3.7963 5.5760 -0.043 -0.050 0.046
H -2.4798 -1.5195 4.3665 0.036 0.031 -0.005
H 0.6539 -2.6711 -4.1307 -0.016 -0.022 0.029
N 1.8282 0.1936 -0.1641 -0.248 0.177 -0.067
C 2.7726 -0.3599 -1.0590 0.066 -0.074 -0.169
C 3.6927 -1.3078 -0.6204 -0.078 -0.023 0.052
C 4.5975 -1.8726 -1.5057 0.022 -0.018 -0.001
C 4.6048 -1.4961 -2.8397 0.041 0.016 -0.024
C 3.6844 -0.5544 -3.2811 0.001 -0.015 0.012
C 2.7719 0.0066 -2.4043 -0.045 0.061 0.069
H 1.9191 -0.1561 0.7796 -0.114 0.114 0.113
H 1.8229 1.2062 -0.1712 0.405 0.089 0.131
H 3.6882 -1.6135 0.4203 -0.006 0.011 -0.007
H 5.3057 -2.6106 -1.1480 -0.021 -0.004 0.016
H 5.3196 -1.9338 -3.5256 -0.027 -0.003 -0.015
H 3.6526 -0.2657 -4.3247 0.024 -0.007 0.003
H 2.0197 0.6937 -2.7650 -0.017 0.005 0.007
C 0.6654 3.5079 -1.6395 -0.359 0.025 0.192
C -0.3235 3.5987 -0.4586 0.155 0.633 -0.041
C 0.4342 3.6356 0.8867 -0.279 0.035 -0.289
O -1.2470 2.5644 -0.5074 -0.027 2.661 -0.250
H 1.5248 4.1689 -1.5097 0.005 0.008 -0.014
H 0.1553 3.7658 -2.5680 0.025 -0.088 -0.046
H 1.0074 2.4759 -1.7454 0.161 0.017 -0.082
H -0.8476 4.5666 -0.5500 0.063 -0.010 -0.017
H 0.7475 2.6305 1.1754 0.120 0.010 0.107
H -0.2284 3.9959 1.6738 0.009 -0.102 0.073
H 1.3061 4.2913 0.8353 -0.004 0.017 0.016
```
Forces are in eV/Å.

Its net charge is -1. The LUMO energy (spin up / spin down) comes out at 2.74 / 2.74 eV. Its multiplicity is 3. The value obtained for the highest occupied orbital energy (spin up / spin down) is -4.0 / -4.0 eV. Its HOMO-LUMO gap (spin up / spin down) is 6.74 / 6.74 eV.